17
Properties=species:S:1:pos:R:3:mulliken_charge:R:1 method="wB97M-V/def2-TZVPD" lumo_ev=-0.014 homo_energy_ha=-0.357 total_charge=0 total_energy_ev=-93382.5713 homo_lumo_gap_ha=0.357 multiplicity=1 fmax_ha_per_bohr=0.141
C 2.25454 2.56833 0.11685 -0.01
C 1.85822 1.32688 0.37164 -0.39
Si 1.37774 -0.51276 0.12817 0.53
O 1.35025 -0.99153 -1.56783 -0.47
Br 3.09393 -1.77080 1.04781 -0.31
C -0.29545 -0.93442 0.95469 -0.46
I -0.72775 -3.03471 0.50156 0.04
C -1.50381 0.07801 0.60940 -0.52
C -1.74518 0.34215 -0.96147 -0.86
H 2.30788 3.72464 0.06542 0.33
H 1.56376 -1.96614 -1.51021 0.29
H -0.14258 -0.88237 2.11012 0.41
H -2.47346 -0.37184 1.07127 0.32
H -1.30603 1.08350 1.14553 0.30
H -2.00373 -0.61852 -1.56084 0.25
H -2.70036 1.00884 -1.04367 0.32
H -0.90797 0.95073 -1.47846 0.24

=====

18
Properties=species:S:1:pos:R:3:mulliken_charge:R:1 method="wB97M-V/def2-TZVPD" lumo_ev=0.893 homo_energy_ha=-0.301 total_charge=0 smiles=c1ccc(-c2ncc[nH]2)nc1 total_energy_ev=-12877.0795 homo_lumo_gap_ha=0.334 de_lowest_kj_mol=276.0 multiplicity=1 fmax_ha_per_bohr=0.221
C 1.91163 -1.95936 0.63550 -0.75
C 2.36193 -2.00168 -0.61069 -0.55
C 1.79249 -1.12267 -1.60039 -0.47
C 0.34342 -0.32996 0.07008 0.54
C 0.86024 -1.11865 0.98133 -0.17
C -0.82868 0.60406 0.28099 -0.08
C -2.08911 2.27581 -0.15454 -0.50
C -2.44523 1.60854 1.06492 -0.29
H 2.30302 -2.42337 1.34654 0.64
H 3.08816 -2.60460 -0.79312 0.54
H 2.28707 -0.99698 -2.36437 0.59
H 0.36264 -1.15269 1.93064 0.46
H -0.73906 1.66579 -1.46265 0.15
H -2.67235 2.86233 -0.61484 0.50
H -3.26622 1.92822 1.69043 0.41
N 0.80160 -0.31566 -1.24879 -0.47
N -1.06029 1.58114 -0.60279 0.01
N -1.57037 0.58948 1.31789 -0.54

=====

57
Properties=species:S:1:pos:R:3:mulliken_charge:R:1 method="wB97M-V/def2-TZVPD" lumo_ev=0.556 homo_energy_ha=-0.281 total_charge=0 smiles="COc1ccc(NC(=O)CN2CCCN(S(=O)(=O)c3ccc(F)cc3)CC2)c(OC)c1" total_energy_ev=-50458.7320 homo_lumo_gap_ha=0.302 de_lowest_kj_mol=6.1 multiplicity=1 fmax_ha_per_bohr=0.020
C -8.37432 -2.57633 -0.36268 -0.85
H -9.24165 -3.10686 0.02745 0.25
O -7.58450 -2.26188 0.75796 -0.45
C -6.41526 -1.58656 0.55425 0.45
C -5.92872 -1.17790 -0.67687 -0.68
C -4.72356 -0.49519 -0.75021 -0.75
C -3.99203 -0.21393 0.38960 -0.38
C -4.48467 -0.63305 1.64266 1.02
C -5.68452 -1.30986 1.71363 -0.32
H -6.09733 -1.64711 2.64965 0.46
O -3.69771 -0.32285 2.72337 -0.38
C -4.14088 -0.71161 4.00002 -0.94
H -3.37636 -0.36614 4.69457 0.25
H -4.23648 -1.79909 4.07742 0.36
H -5.09770 -0.24451 4.25238 0.36
N -2.77869 0.47535 0.38111 -0.04
C -2.01446 0.86082 -0.66817 0.20
O -2.28969 0.70587 -1.83774 -0.71
C -0.73705 1.57623 -0.21038 -0.28
N -0.34943 1.15961 1.12556 0.45
C 0.27092 -0.14220 1.19777 -1.17
H 0.50311 -0.33064 2.24926 0.60
C 1.53748 -0.37606 0.34333 -0.98
N 2.48139 0.71306 0.34589 0.33
S 3.06115 1.25393 -1.10714 1.27
O 2.10618 0.97456 -2.13863 -0.71
O 3.54107 2.59301 -0.93885 -0.73
C 4.46938 0.16671 -1.32925 -0.01
C 5.69946 0.55059 -0.82950 -0.37
C 6.77899 -0.30958 -0.93063 -0.67
C 6.58622 -1.54177 -1.53382 0.40
C 5.35944 -1.93449 -2.04362 -0.72
C 4.28980 -1.06267 -1.93500 -0.24
H 3.31930 -1.31446 -2.33092 0.48
H 5.25814 -2.89957 -2.51398 0.45
F 7.62920 -2.38640 -1.63022 -0.32
H 7.75444 -0.04185 -0.55685 0.44
H 5.79892 1.52737 -0.38423 0.43
C 2.67089 1.54429 1.50849 -1.05
C 1.63951 2.67277 1.58342 -0.43
H 1.61233 3.15974 0.60787 0.30
H 1.96446 3.40722 2.32269 0.46
C 0.24149 2.17408 1.97027 -1.25
H 0.28147 1.76168 2.98502 0.40
H -0.44476 3.02620 1.98735 0.44
H 3.66818 1.97928 1.42192 0.37
H 2.63741 0.91627 2.40342 0.56
H 2.02546 -1.29391 0.70323 0.26
H 1.25516 -0.52404 -0.69995 0.67
H -0.46371 -0.89009 0.87945 0.29
H 0.03330 1.42692 -0.97714 0.00
H -0.97039 2.64458 -0.18991 0.60
H -2.38098 0.65413 1.29756 0.29
H -4.33891 -0.17712 -1.70460 0.55
H -6.46791 -1.37685 -1.58813 0.38
H -7.83835 -3.22487 -1.06309 0.34
H -8.70716 -1.67413 -0.88580 0.34

=====

42
Properties=species:S:1:pos:R:3:mulliken_charge:R:1 method="wB97M-V/def2-TZVPD" lumo_ev=0.152 homo_energy_ha=-0.341 total_charge=0 smiles=Fc1ccccc1.Fc1ccccc1.Fc1ccccc1.Br[PH3]I total_energy_ev=-114542.0064 homo_lumo_gap_ha=0.346 multiplicity=1 fmax_ha_per_bohr=0.006
Br 2.99186 -2.96510 -4.51855 -0.36
P 4.06996 -0.93422 -4.12747 0.06
I 5.28196 1.27740 -3.69589 -0.24
H 2.90714 -0.24878 -4.40197 0.15
H 4.35021 -1.34772 -2.84223 0.17
H 4.95411 -1.18524 -5.15182 0.20
F 0.79212 0.24654 -3.96624 -0.34
C 0.61508 1.41660 -3.30384 0.45
C 1.19147 1.56654 -2.06156 -0.45
C 1.02356 2.76905 -1.39256 -0.15
C 0.27651 3.78776 -1.96675 -0.73
C -0.29639 3.60726 -3.21794 -0.24
C -0.12636 2.41259 -3.90165 -0.63
H 1.76218 0.75516 -1.62784 0.50
H 1.47561 2.90833 -0.42098 0.41
H 0.14349 4.72264 -1.43939 0.40
H -0.87849 4.40030 -3.66787 0.36
H -0.55742 2.25104 -4.88041 0.43
F 2.04786 2.74039 1.84788 -0.36
C 1.94362 1.42227 2.12959 0.36
C 0.73817 0.78698 1.91406 -0.41
C 0.63932 -0.56623 2.20042 0.12
C 1.73657 -1.25601 2.69807 -0.68
C 2.93741 -0.59269 2.90648 -0.29
C 3.04963 0.75933 2.61894 -0.67
H -0.10551 1.34317 1.52674 0.48
H -0.29650 -1.07685 2.03065 0.27
H 1.65615 -2.31182 2.92026 0.40
H 3.79379 -1.12779 3.29461 0.38
H 3.97661 1.29643 2.76803 0.43
F -2.17634 -1.37796 0.97032 -0.29
C -3.26512 -1.81177 1.64487 0.62
C -3.08941 -2.42394 2.86794 -0.42
C -4.21150 -2.86276 3.55426 -0.36
C -5.47685 -2.68837 3.01309 -0.59
C -5.62250 -2.07017 1.77954 -0.30
C -4.50969 -1.62313 1.08354 -0.55
H -2.09361 -2.55268 3.27064 0.38
H -4.09452 -3.34245 4.51666 0.35
H -6.34822 -3.03403 3.55237 0.37
H -6.60750 -1.93461 1.35365 0.36
H -4.59847 -1.13546 0.12234 0.41

=====

170
Properties=species:S:1:pos:R:3:mulliken_charge:R:1 method="wB97M-V/def2-TZVPD" lumo_ev="1.935 / 1.923" homo_energy_ha="-0.024 / -0.229" total_charge=-1 s_squared=6.007 total_energy_ev=-166388.7213 homo_lumo_gap_ha="0.095 / 0.300" multiplicity=5 fmax_ha_per_bohr=0.101
Ti -0.55490 3.36660 -2.73453 3.04
N -0.41743 2.22371 -0.03554 0.88
O -0.27383 3.47361 -0.16883 -1.31
O -0.75505 1.59321 -1.03407 -0.28
O -0.19430 1.64907 1.01365 -0.48
C -3.27248 1.91244 2.20162 -0.18
C -2.68970 0.60990 2.80016 1.13
O -3.69912 -0.31205 2.55227 -0.23
C -4.79482 0.28650 2.08687 0.54
O -5.86223 -0.33478 1.82351 -0.67
O -4.60601 1.59102 1.94643 -0.36
F -2.60450 0.90316 4.07959 -0.41
H -2.76017 2.08559 1.25522 0.00
H -3.33707 2.80946 2.81749 0.42
H -1.69979 0.33662 2.43478 -0.23
C 1.07494 4.02602 3.70670 0.78
C 0.09128 2.97201 4.10602 0.68
O 0.00264 3.08485 5.54573 -0.36
C 0.29225 4.37908 5.78545 0.55
O 0.18333 4.90099 6.84028 -0.57
O 0.90469 4.94754 4.75811 -0.41
F 0.63686 1.75645 3.75070 0.04
H 0.84625 4.47696 2.74107 0.02
H 2.11292 3.69525 3.74241 -0.59
H -0.74456 3.11359 3.42088 -0.23
O -2.78647 3.19843 -2.94288 -0.96
P -4.04294 2.48241 -3.22913 -0.38
N -4.10248 0.80542 -2.94721 0.50
C -3.21043 -0.11326 -3.76700 -0.13
C -4.13871 0.33663 -1.57472 -0.60
N -4.48174 2.40688 -4.93481 0.64
C -3.84672 3.28486 -5.83464 -1.21
C -5.46172 1.55422 -5.53600 -1.29
N -5.37053 3.10306 -2.38823 0.09
C -6.71471 2.50111 -2.52711 -0.81
C -5.20254 3.73643 -0.98816 -0.94
H -3.01476 0.49129 -4.65262 -0.02
H -3.71697 -1.03240 -4.06144 0.07
H -2.29306 -0.26222 -3.19749 -0.04
H -3.20033 0.40843 -1.02482 -0.43
H -4.39660 -0.71367 -1.43885 0.46
H -4.89528 0.83810 -0.97121 0.12
H -4.34836 4.25162 -5.79174 0.28
H -2.84207 3.45566 -5.44783 0.22
H -3.80294 2.96681 -6.87628 0.38
H -5.89409 0.97798 -4.71801 0.42
H -6.29286 2.19506 -5.83031 0.42
H -5.13867 0.92527 -6.36556 0.30
H -6.98675 2.52389 -3.58237 0.23
H -6.74515 1.46380 -2.19368 0.27
H -7.54183 3.05949 -2.08873 0.39
H -5.64009 3.13617 -0.19045 0.35
H -5.84991 4.60461 -0.86461 0.38
H -4.13551 3.91595 -0.85661 0.23
O 0.20816 2.07884 -4.54287 -1.12
P 1.07773 1.06113 -5.21233 -1.02
N 2.67557 1.72906 -5.39108 0.45
C 3.62747 1.28861 -6.38302 -1.46
C 3.12563 2.86409 -4.54574 -1.09
N 0.56797 0.73698 -6.85456 0.26
C 0.70081 1.76948 -7.95160 -1.09
C -0.52700 -0.17336 -7.16066 -0.96
N 1.39414 -0.51928 -4.68382 0.50
C 2.52507 -1.43182 -5.14899 -0.90
C 0.54605 -1.06122 -3.61214 -0.54
H 3.20566 0.74576 -7.22889 0.43
H 4.40267 0.74581 -5.84217 0.39
H 4.07386 2.12343 -6.92329 0.44
H 4.20662 3.00039 -4.51466 0.42
H 2.79699 2.73023 -3.51512 0.17
H 2.66765 3.80079 -4.86344 0.21
H 0.64408 1.30124 -8.93427 0.32
H -0.10383 2.50407 -7.91916 0.29
H 1.54539 2.40180 -7.67781 0.33
H -0.37116 -0.49022 -8.19189 0.42
H -0.54315 -1.09271 -6.57533 0.23
H -1.53690 0.23358 -7.10956 0.24
H 2.69690 -1.32448 -6.21999 0.25
H 3.39671 -1.05978 -4.61054 0.27
H 2.27642 -2.43013 -4.78890 0.42
H 0.54305 -0.31957 -2.81335 0.03
H 0.96058 -1.98452 -3.20745 0.54
H -0.49134 -1.16705 -3.92949 -0.15
O 3.54996 -2.17914 5.01646 -0.85
P 2.14168 -2.54804 5.20590 0.24
N 1.75457 -4.22107 4.91941 0.24
C 0.47308 -4.83250 5.46301 -0.92
C 2.19367 -4.92043 3.66906 -0.96
N 1.01677 -1.84087 4.19017 1.30
C -0.39413 -1.89993 4.49246 -1.27
C 1.38331 -1.29115 2.86518 0.68
N 1.57573 -2.33996 6.87133 0.20
C 2.10718 -3.23774 7.94236 -1.10
C 1.08090 -1.02682 7.30613 -0.84
H 0.45526 -5.91124 5.30773 0.40
H -0.38844 -4.41446 4.94231 0.16
H 0.33588 -4.59490 6.51791 0.25
H 2.34757 -5.98449 3.84852 0.37
H 3.02963 -4.44815 3.15312 0.29
H 1.32536 -4.90915 3.01026 0.26
H -1.00913 -2.38882 3.73691 -0.12
H -0.58352 -2.43754 5.42155 0.72
H -0.83713 -0.90948 4.59665 0.20
H 2.19516 -0.58125 3.02345 -1.05
H 1.73171 -2.04834 2.16277 0.33
H 0.51706 -0.79776 2.42443 -0.45
H 1.61849 -4.21111 7.89974 0.27
H 3.18819 -3.17469 7.81771 0.35
H 1.87431 -2.85055 8.93431 0.43
H 0.71688 -1.14716 8.32647 0.47
H 0.21633 -0.83882 6.66952 0.15
H 1.89529 -0.30557 7.23770 0.23
O -0.26234 -3.90991 -1.54057 -0.95
P -1.62194 -4.11335 -1.00640 0.32
N -1.80311 -5.58782 -0.07487 0.31
C -2.29607 -6.84508 -0.72368 -0.96
C -0.69910 -5.85657 0.93057 -1.01
N -2.73362 -4.30088 -2.28111 0.34
C -4.22828 -4.20401 -2.20025 -1.03
C -2.26802 -4.07726 -3.70271 -0.80
N -2.30359 -2.81822 -0.06306 1.15
C -1.63656 -1.55969 0.04761 0.68
C -3.31036 -3.07935 0.98946 -1.17
H -2.56049 -7.54297 0.07076 0.31
H -1.40646 -7.26358 -1.19439 0.38
H -3.04069 -6.75279 -1.51432 0.26
H -0.74031 -6.88162 1.29893 0.42
H -0.74842 -5.12774 1.73957 0.12
H 0.27008 -5.68517 0.46216 0.36
H -4.63887 -3.53882 -2.95989 0.33
H -4.61670 -5.19710 -2.42608 0.31
H -4.44584 -3.90618 -1.17455 0.28
H -1.18569 -4.20301 -3.67369 0.30
H -2.79014 -4.80250 -4.32682 0.36
H -2.47846 -3.03851 -3.95729 0.06
H -2.31775 -0.75162 0.31424 -1.10
H -0.91181 -1.69937 0.84970 0.51
H -1.11165 -1.27645 -0.86472 -0.41
H -2.84047 -2.86007 1.94822 0.00
H -3.45515 -4.15860 1.03786 0.58
H -4.25989 -2.54733 0.93068 0.15
O 5.87711 4.54781 2.97086 -0.95
P 5.49842 3.15413 2.61335 0.28
N 5.11826 2.14057 3.98039 0.47
C 4.89591 0.70966 3.86421 -0.94
C 4.83190 2.75373 5.24900 -0.90
N 6.70900 2.30775 1.77879 0.42
C 7.98683 2.20980 2.35999 -1.17
C 6.72748 2.37554 0.31101 -0.89
N 4.12614 3.10878 1.60088 0.64
C 3.60475 4.35151 0.97992 -0.95
C 3.46552 1.88752 1.14900 -0.97
H 5.40914 0.16740 4.65836 0.46
H 5.28543 0.26966 2.94619 0.35
H 3.82317 0.51684 3.85122 0.01
H 4.88405 2.16814 6.16686 0.34
H 3.76347 2.96944 5.25495 0.10
H 5.35172 3.69947 5.40214 0.34
H 8.61051 3.07154 2.12226 0.37
H 8.07321 1.98405 3.42286 0.32
H 8.49105 1.36959 1.88257 0.41
H 6.61422 3.39617 -0.05448 0.30
H 7.57791 1.90073 -0.17829 0.35
H 5.82094 1.89607 -0.05832 0.21
H 3.92111 5.29436 1.42607 0.30
H 3.93645 4.43477 -0.05504 0.33
H 2.51610 4.36786 1.03169 0.14
H 2.49773 1.82755 1.64688 -0.16
H 4.04104 1.01081 1.44608 0.28
H 3.39473 1.87550 0.06136 0.47

=====

20
Properties=species:S:1:pos:R:3:mulliken_charge:R:1 method="wB97M-V/def2-TZVPD" lumo_ev=1.030 homo_energy_ha=-0.299 total_charge=0 smiles=CSCC[C@H](C)N total_energy_ev=-17718.8808 homo_lumo_gap_ha=0.337 de_lowest_kj_mol=228.7 multiplicity=1 fmax_ha_per_bohr=0.114
C -1.21404 1.26436 -1.87900 -1.21
C -0.13697 0.35060 -0.94606 0.37
C -1.01361 -0.45165 -0.05832 -1.03
C -0.20278 -1.35395 0.87995 -0.49
S -0.18453 -0.25426 2.36299 -0.16
C 1.49209 0.01853 2.68650 -0.96
N 0.83878 -0.20046 -1.87210 -0.45
H -2.09063 1.50726 -1.22194 0.35
H -1.78349 0.62025 -2.61544 0.31
H -0.76647 2.10292 -2.45314 0.30
H 0.29669 1.22391 -0.31354 0.11
H -1.63360 0.28398 0.62243 0.35
H -1.59633 -1.07207 -0.65513 0.41
H 0.82947 -1.56855 0.40378 0.36
H -0.62891 -2.27494 1.35439 0.33
H 2.22586 -0.76461 2.63528 0.33
H 1.46729 0.38771 3.58823 0.42
H 1.80223 0.85753 2.10033 0.28
H 0.65814 -1.03718 -2.48496 0.20
H 1.64082 0.36064 -2.13424 0.19